{
  "formula": "C21H40N2O6SSiV",
  "method": "ωB97M-V/def2-TZVPD",
  "species": ["H", "C", "C", "H", "O", "H", "H", "C", "H", "H", "C", "H", "H", "H", "H", "H", "H", "H", "H", "S", "H", "C", "C", "C", "H", "H", "C", "H", "H", "H", "H", "Si", "H", "H", "H", "H", "H", "C", "C", "C", "N", "H", "C", "C", "H", "C", "H", "H", "C", "H", "H", "V", "O", "H", "H", "H", "C", "H", "C", "N", "C", "H", "C", "H", "H", "O", "C", "O", "O", "H", "O", "C"],
  "coordinates": [[-0.0195, 5.0639, 1.4876], [0.3162, 1.9599, -4.6759], [0.2248, -1.2769, 4.7212], [2.2171, -1.6343, 3.0432], [-0.8250, -3.2765, 1.0160], [1.1268, -1.5489, 5.2536], [1.2188, 1.6877, 2.5678], [1.8401, -1.0658, -1.2210], [2.7471, -2.0551, 0.4909], [1.5783, 4.2495, -3.7589], [3.0624, -0.1658, -1.3363], [-2.8218, -0.2744, 2.6820], [-0.9411, 3.9271, 0.4852], [2.8016, -2.9610, -1.0097], [1.2051, 1.3576, -4.8746], [-3.7454, -2.3840, -0.6395], [-0.4619, 2.0803, 2.1399], [-3.0971, -4.1479, -2.1107], [2.8464, 0.7262, -1.9204], [-1.8113, 1.0806, -0.1938], [1.7055, 3.7379, -2.0621], [-0.8876, 3.3342, -2.9674], [-0.9772, -1.1300, 5.3693], [0.0525, 4.3355, 0.6768], [1.2733, -2.8523, -0.1200], [1.1153, -0.6234, -3.2086], [1.0157, 3.2169, 1.0580], [-2.4631, -5.7452, 1.2429], [-0.8494, 3.7614, -1.9618], [-3.0699, -0.6114, 5.1285], [-2.8746, -4.2941, 2.1632], [0.1701, 1.2180, -0.7951], [2.7713, 4.2629, 0.3623], [0.4836, 3.1939, 3.1459], [3.8608, -0.7183, -1.8365], [2.0606, -2.1162, -3.0684], [-1.7679, 2.6926, -3.0285], [-2.1121, -0.7492, 4.6491], [-1.5259, -3.3824, -0.0342], [0.2811, -1.0446, 3.3387], [-0.8146, -0.7218, 2.6363], [-0.9899, 4.1514, -3.6840], [1.6208, 3.3866, -3.0907], [-1.9774, -0.5644, 3.2963], [1.4242, -0.9843, 1.6651], [0.3721, 2.5298, -3.2648], [0.2698, 2.7641, -5.4127], [-1.0402, -1.2996, 6.4370], [2.4182, 3.7679, 1.2688], [0.4054, 4.8531, -0.2180], [0.3942, -2.0680, -2.4668], [-1.0221, -1.1498, 0.4333], [-1.2785, -2.6835, -1.0710], [-4.1526, -5.2046, 1.3271], [3.1068, 2.9561, 1.5108], [3.4160, 0.1382, -0.3494], [-3.1155, -4.8720, 1.2734], [-0.5657, 1.3268, -4.7884], [2.1758, -2.3043, -0.4042], [1.4618, -1.0933, 2.6646], [-3.2800, -4.7743, -1.2376], [2.5149, 2.8081, -3.3334], [1.3106, -1.4889, -2.5830], [2.4254, 4.4902, 2.0878], [-4.3328, -5.0576, -1.2084], [1.1304, 2.2972, -0.0387], [0.5321, 2.4960, 2.3072], [-3.7594, -2.8635, 0.1993], [0.7812, -0.3451, -0.4661], [-2.6778, -5.6800, -1.3312], [0.4440, 1.3936, -2.3919], [-2.9210, -4.0323, 0.0342]],
  "forces_ev_per_angstrom": [[0.0, 0.0, 0.0], [0.0, 0.0, 0.0], [-0.1, 0.0, 0.1], [0.0, 0.0, 0.0], [-0.3, 0.3, -0.5], [0.0, 0.0, 0.0], [0.0, 0.0, 0.0], [-0.1, 0.0, 0.2], [0.0, 0.0, 0.0], [0.0, 0.0, 0.0], [0.0, 0.0, 0.0], [0.0, 0.0, 0.0], [0.0, 0.0, 0.0], [0.0, 0.0, 0.0], [0.0, 0.0, 0.0], [0.0, 0.0, 0.0], [0.0, 0.0, 0.0], [0.0, 0.0, 0.0], [0.0, 0.0, 0.0], [0.2, 0.1, -0.1], [0.0, 0.0, 0.0], [0.0, 0.0, 0.0], [0.0, 0.0, 0.0], [0.0, 0.0, 0.0], [0.1, 0.1, 0.0], [0.0, 0.0, 0.0], [0.0, 0.0, 0.0], [0.0, 0.0, 0.0], [0.0, 0.0, -0.1], [0.0, 0.0, 0.0], [0.0, 0.0, 0.0], [-0.2, 0.0, 0.1], [0.0, 0.0, 0.0], [0.0, 0.0, 0.0], [0.0, 0.0, 0.0], [0.0, 0.0, 0.0], [0.0, 0.0, 0.0], [0.0, 0.0, 0.1], [-0.2, 0.0, 0.0], [-0.1, 0.0, 0.0], [0.0, 0.0, -0.2], [0.0, 0.0, 0.0], [0.0, 0.0, 0.0], [0.1, 0.0, -0.1], [0.1, 0.0, -0.1], [-0.1, 0.0, 0.0], [0.0, 0.0, 0.0], [0.0, 0.0, 0.0], [0.0, 0.0, 0.0], [0.0, 0.0, 0.0], [0.1, 0.0, 0.0], [0.7, -0.3, 0.5], [-0.3, -0.1, 0.3], [0.0, 0.0, 0.0], [0.0, 0.0, 0.0], [0.0, 0.0, 0.0], [0.0, 0.0, 0.0], [0.0, 0.0, 0.0], [0.0, -0.1, 0.0], [-0.1, 0.1, 0.1], [0.0, 0.0, 0.0], [0.0, 0.0, 0.0], [0.0, 0.0, 0.0], [0.0, 0.0, 0.0], [0.0, 0.0, 0.0], [0.0, 0.0, 0.0], [0.0, 0.0, 0.0], [0.1, -0.1, 0.0], [0.1, 0.0, -0.1], [0.0, 0.0, 0.0], [0.1, 0.0, -0.1], [0.1, 0.0, 0.0]],
  "e_above_lowest_kcal_mol": 7.0,
  "charge": 0,
  "homo_ha": [-0.2632, -0.3042],
  "multiplicity": 4,
  "s2": 3.758,
  "gap_ev": [7.77, 8.87]
}